Record 1
Computed, not measured: an isolated molecule of C4H6O2 in a non-equilibrium geometry, with the ωB97M-V functional and the def2-TZVPD basis.

The HOMO energy (spin up / spin down) is -0.235 / -0.249 Ha. The calculation puts the LUMO energy (spin up / spin down) at 0.83 / 0.89 eV. As for the orbital gap (spin up / spin down): 7.22 / 7.66 eV.

```
12
Properties=species:S:1:pos:R:3:forces:R:3:lowdin_charge:R:1
O 1.343 -0.663 0.613 -0.1 -0.2 0.2 0.00
H 2.636 -0.404 -0.910 -0.4 0.4 0.0 0.15
H -0.118 -1.350 1.764 0.1 0.1 0.2 0.09
O 0.778 0.605 -1.145 -1.1 -0.5 -0.1 -0.03
C -0.714 0.244 -0.874 1.1 0.3 -0.2 -0.09
C 0.161 -0.438 1.259 -0.1 0.0 0.5 -0.15
H -1.858 0.036 1.010 0.2 0.1 -0.5 0.12
H -0.868 1.482 0.880 0.2 -0.3 0.0 0.11
H -1.136 0.974 -1.552 -0.4 0.0 0.2 0.11
C -0.897 0.411 0.623 0.1 0.0 0.0 -0.20
C 1.669 -0.118 -0.492 -0.1 -0.2 -0.1 -0.24
H -0.998 -0.778 -1.177 0.6 0.4 -0.1 0.13
```
Forces are in eV/Å.

---

Record 2
Computed, not measured: C4H6O2 as an isolated structure, with the ωB97M-V functional and the def2-TZVPD basis.

The HOMO energy is -0.340 Ha. The calculation puts the LUMO energy at -0.47 eV. As for the orbital gap: 8.79 eV.

```
12
Properties=species:S:1:pos:R:3:forces:R:3:lowdin_charge:R:1
H -2.700 0.799 -0.016 0.1 -0.1 0.0 0.09
H 1.788 -1.200 -0.540 -0.3 -0.2 0.0 0.21
H -1.996 -0.612 0.835 0.0 0.1 -0.1 0.10
H 2.366 1.075 0.256 -0.1 -0.2 0.0 0.07
H 2.335 -0.579 1.047 -0.1 0.0 -0.2 0.08
C -0.571 0.708 -0.073 0.0 0.4 0.0 -0.37
O -0.398 1.905 -0.090 -0.1 -0.5 0.0 0.12
C 1.972 0.062 0.240 -0.1 0.4 0.2 -0.01
C 0.635 -0.204 -0.105 0.3 0.0 0.0 -0.39
C -1.918 0.038 -0.044 -0.1 0.0 0.0 0.00
H -2.036 -0.601 -0.924 0.0 0.1 0.1 0.09
O 0.523 -1.392 -0.586 0.2 0.0 0.0 0.02
```
Forces are in eV/Å.

---

Record 3
Computed, not measured: an isolated molecule of C4H6O2 in a non-equilibrium geometry, with the ωB97M-V functional and the def2-TZVPD basis.

The HOMO energy is -0.371 Ha. As for the SMILES: C#C[C@H](O)CO. The calculation puts the LUMO energy at 0.71 eV. As for the orbital gap: 10.82 eV.

```
12
Properties=species:S:1:pos:R:3:forces:R:3:lowdin_charge:R:1
H -1.938 -1.174 0.605 0.1 0.0 -0.2 0.09
H -1.938 0.774 -0.645 0.1 -0.2 -0.1 0.13
H 0.371 0.488 2.001 -0.1 0.1 -0.2 0.10
H -0.868 -0.098 -1.778 -0.1 0.0 0.1 0.13
C 0.035 0.520 0.058 -0.1 -0.1 0.0 -0.39
C -1.165 -0.008 -0.730 0.2 0.3 -0.2 -0.23
C 1.331 -0.170 -0.062 0.5 0.6 -0.2 -0.07
O -1.662 -1.256 -0.319 0.1 0.0 0.3 -0.04
H 3.463 -0.848 -0.076 0.1 0.3 -0.2 0.03
H 0.233 1.529 -0.339 -0.1 0.0 0.2 0.15
C 2.529 -0.336 -0.129 -0.8 -1.0 0.3 0.13
O -0.390 0.579 1.414 0.1 0.0 0.3 -0.03
```
Forces are in eV/Å.

---

Record 4
Computed, not measured: an isolated molecule of C4H6O2 in a non-equilibrium geometry, with the ωB97M-V functional and the def2-TZVPD basis.

The HOMO energy is -0.364 Ha. As for the SMILES: O[C@H]1C[C@H]2O[C@@H]12. The calculation puts the LUMO energy at 1.05 eV. As for the orbital gap: 10.94 eV.

```
12
Properties=species:S:1:pos:R:3:forces:R:3:lowdin_charge:R:1
C 0.846 -0.191 0.901 0.2 -1.1 -0.8 -0.07
C -0.579 0.514 -0.506 -0.1 0.4 0.1 -0.31
O 1.270 -0.904 -0.520 0.0 -0.1 2.6 -0.03
H -0.662 -0.842 -1.840 -0.1 0.0 0.1 0.10
H -0.936 1.539 -0.406 -0.2 0.0 0.0 0.15
O -1.201 -0.073 -1.603 0.3 0.0 -0.4 0.00
H -1.193 0.259 1.639 0.3 0.0 -0.1 0.12
H -0.977 -1.302 0.803 -0.3 0.1 -0.2 0.12
C 0.967 0.443 -0.419 -0.1 0.9 0.3 -0.28
C -0.649 -0.262 0.843 -0.2 -0.2 -0.1 -0.08
H 1.730 1.143 -0.750 -0.3 0.1 -0.2 0.15
H 1.384 -0.324 1.858 0.5 0.0 -1.3 0.15
```
Forces are in eV/Å.

---

Results for ΔE to the lowest compared entry with this formula, charge and spin: 404.9 345.3 273.2 299.8 (in kJ/mol, following the order of the records).